Entry 1:
Here is a cluster of 6 separate species, C17H34N2O16S in total from OMol25. Energies are from ωB97M-V/def2-TZVPD.

Last column: Mulliken charge in e.
Cartesian coordinates (Å):
C1 10.267 -23.171 20.405  -1.44
N1 9.885 -24.287 19.515  0.39
C2 10.275 -23.780 18.168  -1.16
C3 10.721 -25.452 19.838  -0.93
C4 8.380 -24.569 19.793  0.52
C5 7.784 -25.633 18.876  -0.32
O1 6.350 -25.889 19.175  -0.56
H1 11.421 -23.017 20.145  0.40
H2 10.205 -23.466 21.236  0.92
H3 9.967 -22.176 20.062  0.18
H4 9.494 -22.983 17.742  0.16
H5 10.336 -24.484 17.453  0.59
H6 11.196 -23.661 17.933  0.82
H7 10.616 -25.908 21.026  0.27
H8 11.797 -25.321 19.702  0.38
H9 10.523 -26.245 19.093  0.45
H10 7.768 -23.657 19.688  -0.64
H11 8.243 -25.002 20.853  0.28
H12 8.531 -26.730 18.938  0.10
H13 7.584 -25.236 17.878  0.29
H14 5.702 -25.085 18.878  0.46
N2 4.846 -22.613 19.480  0.97
O2 4.054 -21.675 19.192  -0.66
O3 5.215 -22.804 20.661  -0.56
O4 5.037 -23.483 18.651  -0.76
O5 8.174 -19.224 22.549  -0.58
S1 7.008 -18.913 23.307  1.32
O6 5.727 -18.802 22.660  -0.64
O7 6.757 -20.205 24.321  -0.38
C6 6.323 -21.470 23.752  0.00
C7 6.618 -22.351 24.892  -1.30
C8 7.197 -17.309 24.163  -1.21
H15 6.790 -21.739 22.708  -0.05
H16 5.417 -21.399 23.573  0.61
H17 7.726 -22.479 24.883  0.32
H18 6.287 -23.375 24.416  0.32
H19 6.118 -22.252 25.765  0.41
H20 8.271 -17.388 24.590  0.31
H21 6.635 -17.070 24.886  0.48
H22 7.132 -16.404 23.585  0.37
C9 0.890 -22.935 20.250  -0.28
C10 1.534 -23.860 21.256  -0.21
O8 0.624 -24.794 21.498  -0.33
C11 -0.557 -24.303 21.189  0.63
O9 -1.695 -24.769 21.404  -0.61
O10 -0.353 -23.146 20.630  -0.37
H23 0.976 -23.637 19.369  0.22
H24 1.164 -21.936 20.057  0.40
H25 1.597 -23.245 22.123  0.23
H26 2.502 -24.041 20.896  0.29
C12 4.431 -21.209 15.730  0.50
C13 3.224 -22.123 15.441  -0.02
O11 2.305 -21.221 14.974  -0.33
C14 2.806 -20.020 14.842  0.64
O12 2.119 -19.091 14.321  -0.66
O13 4.023 -19.858 15.329  -0.28
H27 5.290 -21.563 15.153  0.26
H28 4.829 -21.134 16.882  -0.43
H29 2.759 -22.650 16.351  0.04
H30 3.341 -22.834 14.669  0.25
C15 8.078 -20.612 19.351  -0.27
C16 7.196 -19.362 19.277  -0.08
O14 6.818 -19.351 17.923  -0.29
C17 7.434 -20.273 17.278  0.56
O15 7.366 -20.510 16.067  -0.63
O16 8.235 -20.988 18.070  -0.31
H31 7.688 -21.496 19.720  -0.19
H32 8.878 -20.373 19.874  0.80
H33 7.440 -18.324 19.653  0.20
H34 6.211 -19.480 19.954  0.15

The net charge is 0. The value obtained for the highest occupied orbital energy is -9.0 eV. As for the electronic energy: -2379.126869 Eh. The calculation puts the energy relative to the best compared isomer or geometry (same formula, charge and spin) at 4.979 eV. The spin multiplicity is 1.



Entry 2:
Here is a cluster of 2 separate species, C2H10NS2 in total from OMol25. Energies are from ωB97M-V/def2-TZVPD.

Last column: Mulliken charge in e.
Cartesian coordinates (Å):
C1 -2.108 -0.634 -0.588  -0.97
N1 -1.180 -0.397 0.427  -0.18
H1 -1.480 -1.309 -1.204  0.44
H2 -2.862 -1.116 0.019  0.39
H3 -2.459 0.360 -0.963  0.29
H4 -1.636 0.181 1.152  0.37
H5 -0.230 -0.134 -0.032  0.09
H6 -0.920 -1.358 0.800  0.46
C2 2.206 0.715 1.053  -0.66
S1 2.083 -0.497 -0.369  -0.03
S2 0.667 0.171 -1.908  -0.30
H7 2.969 0.305 1.758  0.33
H8 1.249 0.738 1.631  0.25
H9 2.354 1.643 0.511  0.29
H10 1.346 1.331 -2.288  0.24

The net charge is +1. The value obtained for the highest occupied orbital energy is -13.2 eV. As for the electronic energy: -933.017251 Eh. The calculation puts the energy relative to the best compared isomer or geometry (same formula, charge and spin) at 1.822 eV. The spin multiplicity is 1.



Entry 3:
Here is a structure of composition C6H14ClN2O2P from OMol25. Energies are from ωB97M-V/def2-TZVPD.

Last column: Mulliken charge in e.
Cartesian coordinates (Å):
C1 1.316 0.202 1.338  -0.38
C2 1.103 0.823 0.004  -0.95
C3 1.433 -1.305 1.045  -0.68
C4 -2.307 0.265 0.481  -1.62
C5 -2.052 1.038 -1.814  -0.51
C6 -1.247 0.923 -0.507  -0.25
N1 -0.003 0.374 -0.815  -0.03
N2 1.226 -1.970 -1.639  -0.64
O1 -1.406 -2.077 -1.195  -0.75
O2 0.277 -2.059 0.738  -0.37
P1 -0.141 -1.604 -0.693  0.91
Cl1 -3.422 2.238 -1.563  -0.23
H1 2.189 0.684 1.709  0.42
H2 0.547 0.344 2.159  0.23
H3 1.185 1.909 -0.002  0.54
H4 2.002 0.564 -0.663  0.35
H5 2.157 -1.590 0.214  0.46
H6 1.766 -1.693 1.933  0.38
H7 -2.862 -0.551 0.026  0.33
H8 -1.756 0.034 1.409  0.28
H9 -2.996 0.996 0.717  0.71
H10 -2.443 0.046 -2.004  0.32
H11 -1.598 1.447 -2.767  0.37
H12 -1.177 1.824 -0.056  0.56
H13 1.569 -2.950 -1.488  0.27
H14 0.819 -1.913 -2.547  0.29

The net charge is 0. The value obtained for the highest occupied orbital energy is -9.1 eV. As for the electronic energy: -1298.565105 Eh. The calculation puts the energy relative to the best compared isomer or geometry (same formula, charge and spin) at 0.721 eV. The spin multiplicity is 1.